Molecular formula: C24H25InN6O6
Method: DFT, wB97M-V/def2-TZVPD

Output
Charge: +2
HOMO energy (eV): -13.66

XYZ file:
```
62
Properties=species:S:1:pos:R:3:nbo_charge:R:1
In -0.96 -0.01 0.20 1.95
O 0.86 -1.16 4.26 -0.74
C 1.42 0.06 4.56 0.40
C 2.22 0.15 5.69 -0.31
C 2.79 1.36 6.04 -0.13
C 2.56 2.49 5.27 -0.23
C 1.76 2.41 4.15 -0.11
C 1.18 1.20 3.77 -0.25
C 0.32 1.13 2.58 0.61
O 0.13 -0.06 2.04 -0.85
N -0.22 2.24 2.14 -0.38
N -1.00 1.99 1.05 -0.36
C -1.69 2.89 0.49 0.12
C -2.52 2.47 -0.67 0.14
C -3.36 3.35 -1.31 -0.19
C -4.14 2.88 -2.36 -0.10
C -4.06 1.55 -2.73 -0.22
C -3.19 0.73 -2.04 0.10
N -2.43 1.18 -1.04 -0.55
H 0.35 -1.04 3.44 0.52
H 2.35 -0.73 6.31 0.22
H 3.41 1.42 6.92 0.24
H 3.01 3.44 5.55 0.24
H 1.55 3.29 3.55 0.24
H -1.70 3.92 0.84 0.23
H -3.41 4.38 -0.99 0.25
H -4.82 3.55 -2.88 0.25
H -4.66 1.15 -3.53 0.26
H -3.10 -0.33 -2.28 0.22
O 2.54 0.64 -2.50 -0.62
C 1.52 0.29 -1.76 0.80
O 0.88 1.06 -1.06 -0.61
C 1.17 -1.16 -1.83 0.07
C 1.78 -2.11 -2.61 -0.16
C 1.29 -3.42 -2.55 -0.12
C 0.23 -3.72 -1.71 -0.17
C -0.33 -2.69 -0.96 0.14
N 0.14 -1.46 -1.04 -0.54
C -1.47 -2.89 0.04 0.74
O -1.78 -4.02 0.33 -0.56
O -1.99 -1.79 0.51 -0.81
H 2.71 1.60 -2.42 0.53
H 2.61 -1.85 -3.25 0.26
H 1.73 -4.19 -3.16 0.25
H -0.18 -4.71 -1.63 0.27
N 2.56 -3.31 3.95 -0.53
C 3.68 -2.70 3.15 -0.24
C 3.11 -2.17 1.83 -0.26
N 2.38 -3.17 1.07 -0.63
C 1.34 -3.81 1.87 -0.25
C 1.86 -4.39 3.18 -0.24
H 1.87 -2.55 4.16 0.47
H 2.91 -3.67 4.83 0.44
H 4.42 -3.48 2.99 0.22
H 4.12 -1.90 3.75 0.24
H 3.94 -1.78 1.24 0.23
H 2.44 -1.33 2.04 0.21
H 3.01 -3.87 0.69 0.37
H 0.86 -4.61 1.30 0.25
H 0.57 -3.08 2.09 0.20
H 2.58 -5.19 3.01 0.22
H 1.05 -4.77 3.80 0.24
```

=====

Molecular formula: C24H25N4O2PPt
Method: DFT, wB97M-V/def2-TZVPD

Output
Charge: 0
HOMO energy (spin up / spin down) (eV): -6.32 / -6.32

XYZ file:
```
57
Properties=species:S:1:pos:R:3:nbo_charge:R:1
Pt -0.53 -0.24 -0.18 1.00
O -0.76 -2.32 -0.19 -0.72
C -0.28 -2.94 0.87 0.36
C 0.39 -4.16 0.68 -0.25
C 0.87 -4.91 1.73 -0.19
C 0.70 -4.47 3.05 -0.28
C 0.05 -3.27 3.26 -0.15
C -0.43 -2.48 2.21 -0.22
C -1.05 -1.22 2.57 0.10
N -1.32 -0.28 1.74 -0.29
N -1.89 0.89 2.18 -0.43
C -1.73 1.86 1.32 0.54
O -1.06 1.81 0.22 -0.72
C -2.37 3.17 1.67 -0.04
C -3.21 3.29 2.77 -0.18
C -3.80 4.52 3.05 -0.22
C -3.55 5.62 2.25 -0.20
C -2.72 5.50 1.15 -0.22
C -2.13 4.28 0.86 -0.20
H 0.49 -4.50 -0.35 0.21
H 1.38 -5.84 1.54 0.21
H 1.07 -5.05 3.88 0.21
H -0.09 -2.91 4.28 0.21
H -1.27 -1.03 3.62 0.20
H -3.39 2.43 3.38 0.24
H -4.46 4.61 3.91 0.21
H -4.01 6.57 2.48 0.21
H -2.52 6.36 0.52 0.21
H -1.47 4.16 0.01 0.23
N -1.07 0.57 -4.44 -0.52
C -1.42 0.65 -3.13 0.25
N -0.72 -0.16 -2.38 -0.53
C 0.15 -0.82 -3.23 0.15
C 1.10 -1.80 -2.96 -0.22
C 1.84 -2.28 -4.02 -0.21
C 1.64 -1.81 -5.33 -0.21
C 0.69 -0.85 -5.61 -0.24
C -0.05 -0.37 -4.54 0.09
H -1.49 1.08 -5.19 0.43
H -2.19 1.31 -2.77 0.22
H 1.20 -2.18 -1.95 0.24
H 2.58 -3.05 -3.85 0.22
H 2.24 -2.21 -6.13 0.22
H 0.53 -0.49 -6.62 0.22
C 2.88 -1.38 0.75 -0.94
P 1.82 0.05 0.33 0.80
C 1.99 1.08 1.83 -0.95
C 2.88 0.96 -0.85 -0.94
H 3.87 -1.03 1.05 0.21
H 2.97 -2.04 -0.11 0.23
H 2.43 -1.95 1.56 0.25
H 3.04 1.28 2.05 0.22
H 1.52 0.56 2.67 0.24
H 1.46 2.02 1.68 0.25
H 3.86 1.14 -0.43 0.21
H 2.40 1.91 -1.10 0.24
H 2.98 0.38 -1.77 0.24
```

=====

Molecular formula: C24H25N5O
Method: DFT, wB97M-V/def2-TZVPD

Output
Charge: 0
Structure (SMILES): c1cc(-c2cnn3cc(-c4ccc(OCCN5CCCCC5)cc4)cnc23)ccn1
HOMO energy (eV): -8.05

XYZ file:
```
55
Properties=species:S:1:pos:R:3:nbo_charge:R:1
C -8.02 -2.65 -0.34 0.04
N -9.30 -2.41 -0.06 -0.43
C -9.63 -1.18 0.29 0.04
C -8.72 -0.14 0.40 -0.26
C -7.37 -0.39 0.13 -0.01
C -7.03 -1.69 -0.26 -0.26
H -6.00 -1.93 -0.49 0.24
C -6.37 0.64 0.25 -0.14
C -6.52 1.96 0.71 0.00
N -5.38 2.64 0.72 -0.28
N -4.46 1.80 0.27 -0.14
C -3.14 2.05 0.12 0.06
C -2.34 1.05 -0.35 -0.07
C -2.96 -0.19 -0.67 0.07
N -4.23 -0.43 -0.51 -0.42
C -5.00 0.55 -0.04 0.30
H -2.37 -1.02 -1.04 0.20
C -0.89 1.22 -0.50 -0.11
C -0.21 0.67 -1.59 -0.17
C 1.16 0.78 -1.69 -0.28
C 1.90 1.42 -0.70 0.40
C 1.22 2.00 0.38 -0.32
C -0.15 1.89 0.47 -0.17
H -0.66 2.32 1.32 0.21
H 1.76 2.52 1.15 0.22
O 3.24 1.43 -0.87 -0.52
C 4.07 1.82 0.20 -0.08
C 5.50 1.33 -0.08 -0.23
N 5.67 -0.04 0.35 -0.45
C 7.05 -0.38 0.63 -0.21
C 7.12 -1.76 1.29 -0.40
C 6.53 -2.81 0.36 -0.40
C 5.10 -2.40 0.00 -0.40
C 5.10 -0.99 -0.60 -0.23
H 4.08 -0.69 -0.82 0.22
H 5.67 -1.00 -1.54 0.16
H 4.49 -2.39 0.91 0.20
H 4.67 -3.10 -0.71 0.21
H 6.53 -3.79 0.84 0.21
H 7.13 -2.88 -0.55 0.19
H 6.55 -1.73 2.22 0.20
H 8.16 -1.99 1.52 0.21
H 7.46 0.37 1.31 0.20
H 7.67 -0.38 -0.29 0.16
H 5.71 1.48 -1.15 0.18
H 6.19 1.96 0.50 0.20
H 4.07 2.92 0.29 0.18
H 3.73 1.38 1.14 0.19
H 1.69 0.35 -2.53 0.23
H -0.77 0.16 -2.37 0.22
H -2.80 3.04 0.38 0.23
H -7.41 2.45 1.04 0.21
H -9.05 0.84 0.70 0.21
H -10.68 -1.02 0.50 0.19
H -7.79 -3.66 -0.63 0.19
```

=====

What are the relative energy (zero: lowest compared OMol25 entry of this formula, charge and spin) values for these records? In order: 0.000; 0.659; 1.753 eV.